Record 1
Molecular formula: C4H6ClN
Method: DFT, the ωB97M-V functional and the def2-TZVPD basis

The calculation puts the largest force on an atom at 0.0721 hartree/bohr. For the frontier orbital gap, the calculation gives 9.67 eV.

Geometry as XYZ:
```
12
Properties=species:S:1:pos:R:3:mulliken_charge:R:1
C 1.204 -1.615 -0.849 -0.959
C 0.481 -0.535 -0.737 0.438
N -0.270 0.551 -1.236 -0.600
C -0.087 0.578 -0.003 0.605
C -0.361 1.106 1.351 -0.967
H 1.738 -1.850 0.099 0.206
H 1.347 -1.938 -1.807 0.363
H 0.457 0.917 2.052 0.294
H -1.122 0.548 1.709 0.308
H -0.667 2.133 1.359 0.327
Cl -1.558 -2.940 -2.638 -0.250
H -0.757 -3.879 -2.957 0.235
```



Record 2
Molecular formula: C4H6ClN2
Method: DFT, the ωB97M-V functional and the def2-TZVPD basis

The calculation puts the largest force on an atom at 0.1040 hartree/bohr. For the frontier orbital gap, the calculation gives 10.50 eV. As for the charge: +1.

Geometry as XYZ:
```
13
Properties=species:S:1:pos:R:3:mulliken_charge:R:1
C -0.090 -1.681 0.086 -0.765
N 0.246 -0.307 0.130 0.028
C -0.669 0.681 -0.042 -0.101
N -0.060 1.860 -0.076 -0.007
C 1.338 1.769 0.016 -0.299
C 1.700 0.479 0.093 0.255
Cl 3.151 -0.303 -0.042 -0.084
H 0.840 -2.259 0.376 0.262
H -0.926 -2.051 0.790 0.318
H -0.260 -1.955 -1.062 0.341
H -1.641 0.339 -0.126 0.445
H -0.613 2.662 -0.179 0.184
H 1.924 2.657 -0.124 0.423
```